(1)
Below is the ion C4H9NO2 with charge +1 in a non-equilibrium geometry, with properties calculated with the ωB97M-V functional and the def2-TZVPD basis.

Calculated values
Energy, eV: -9867.688
HOMO energy (spin up / spin down), eV: -15.115 / -14.389
M, g mol⁻¹: 103.121
ΔE to the lowest compared entry with this formula, charge and spin, kJ/mol: 339.0
Orbital gap (spin up / spin down), eV: 11.18 / 5.27

ORCA input file:
```
! RIJCOSX wB97M-V def2-TZVPD def2/J DEFGRID3
* xyz 1 2
O -2.0170 0.0890 2.5160
H 0.9031 -2.1871 -0.5859
H 1.2670 1.6187 -0.9262
H -1.2689 1.5029 0.1827
H -1.6059 -1.1983 0.9121
O 1.4841 0.4245 -2.5265
N 0.6415 -1.4365 0.0294
C -0.5891 0.6929 0.6292
H 1.2599 -1.3881 0.8146
C 1.3421 0.5907 -1.0819
C 0.1267 -0.0205 -0.5298
H -0.0466 1.1614 1.4406
H 2.3464 0.2946 -0.6527
H 1.8624 -0.4410 -2.4431
H -0.6515 -0.1174 -1.3001
C -1.5954 -0.1463 1.3887
*
```

natural (NBO) atomic charge list, values in e, 4 entries:
1 O -0.373
2 H 0.408
3 H 0.239
4 H 0.294

=====

(2)
Below is the ion C4H9NO2 with charge +1 in a non-equilibrium geometry, with properties calculated with the ωB97M-V functional and the def2-TZVPD basis.

Calculated values
Energy, eV: -9869.026
HOMO energy (spin up / spin down), eV: -15.453 / -15.175
M, g mol⁻¹: 103.121
ΔE to the lowest compared entry with this formula, charge and spin, kJ/mol: 209.9
Orbital gap (spin up / spin down), eV: 11.34 / 5.95

ORCA input file:
```
! RIJCOSX wB97M-V def2-TZVPD def2/J DEFGRID3
* xyz 1 2
C -1.3338 -1.5277 0.7115
O 0.0155 2.0117 1.2964
H -2.3237 -1.7214 0.2876
N 1.1078 0.9064 -0.3990
C 0.8397 -0.4850 0.0073
C 0.9342 1.9056 0.5244
C -0.6196 -0.7811 -0.3824
O -0.5379 -1.5781 -1.5843
H -1.4426 -0.8872 1.5925
H -1.4341 -1.5416 -1.9532
H -1.1361 0.1295 -0.7086
H 0.9044 -0.5330 1.0864
H 1.4680 1.2431 -1.2886
H 1.5748 -1.1182 -0.4896
H 1.6479 2.7356 0.3588
H -0.9275 -2.4776 1.0606
*
```

natural (NBO) atomic charge list, values in e, 4 entries:
1 C -0.629
2 O -0.376
3 H 0.245
4 N -0.242